{"formula": "C27H59NO17S", "method": "wB97M-V/def2-TZVPD", "gap_ev": 9.30, "homo_energy_ev": -9.0610, "symbols": ["N", "C", "O", "C", "C", "O", "S", "O", "O", "O", "H", "H", "H", "C", "O", "C", "C", "O", "C", "C", "O", "C", "H", "H", "H", "H", "H", "H", "H", "H", "H", "H", "H", "H", "H", "H", "C", "O", "C", "C", "O", "C", "C", "O", "C", "H", "H", "H", "H", "H", "H", "H", "H", "H", "H", "H", "H", "H", "H", "C", "O", "C", "C", "O", "C", "C", "O", "C", "H", "H", "H", "H", "H", "H", "H", "H", "H", "H", "H", "H", "H", "H", "C", "O", "C", "C", "O", "C", "C", "O", "C", "H", "H", "H", "H", "H", "H", "H", "H", "H", "H", "H", "H", "H", "H"], "xyz": [[-1.520188, -1.370994, 2.884618], [-1.936762, -2.160129, 2.145328], [-2.386142, -3.141050, 1.437473], [-3.717801, -3.475088, 1.798842], [-3.992683, -4.960972, 2.098879], [-5.327980, -5.153974, 1.646757], [-6.034551, -3.736113, 1.528955], [-6.306404, -3.100145, 2.763213], [-7.105526, -3.860126, 0.631106], [-4.720106, -3.008540, 0.923717], [-3.871233, -2.983244, 2.754029], [-3.274478, -5.570946, 1.567103], [-3.886535, -5.124355, 3.157813], [-0.113125, 0.435935, -0.101293], [1.276720, 0.409689, 0.135989], [1.606031, -0.340298, 1.291038], [3.009818, -0.891031, 1.194670], [3.122414, -2.030866, 0.352002], [3.060623, -1.813539, -1.050033], [4.295476, -1.157929, -1.628081], [4.276616, 0.239388, -1.401709], [5.567701, 0.806857, -1.447024], [-0.644074, 0.919821, 0.726872], [-0.282908, 1.005566, -1.012985], [-0.497767, -0.580101, -0.249292], [0.902407, -1.169075, 1.422209], [1.534008, 0.327886, 2.159758], [3.292698, -1.244877, 2.188513], [3.722749, -0.114894, 0.911447], [2.158073, -1.263620, -1.325010], [2.984560, -2.812562, -1.486307], [4.319820, -1.328745, -2.713958], [5.187357, -1.606920, -1.174906], [6.215674, 0.360099, -0.683914], [5.474692, 1.870838, -1.240954], [6.016346, 0.672765, -2.437787], [-4.199416, -4.735351, -3.984075], [-3.750983, -3.418644, -4.206665], [-4.126623, -2.533752, -3.165009], [-3.166058, -1.370150, -3.069224], [-1.935983, -1.686198, -2.432449], [-1.000034, -2.458148, -3.173548], [-0.334029, -1.701124, -4.300832], [-1.184900, -1.629653, -5.431477], [-0.857111, -0.553053, -6.280468], [-5.293766, -4.779448, -3.943425], [-3.851381, -5.349234, -4.812243], [-3.780876, -5.138012, -3.053552], [-4.147704, -3.062564, -2.204289], [-5.133422, -2.153518, -3.385012], [-3.629632, -0.616128, -2.428787], [-3.000654, -0.909304, -4.044156], [-1.449103, -3.386058, -3.531034], [-0.222723, -2.725213, -2.453276], [0.584218, -2.228180, -4.595569], [-0.073077, -0.693982, -3.953801], [-0.938536, 0.402293, -5.748813], [-1.566749, -0.552725, -7.105066], [0.157103, -0.664660, -6.680852], [9.994419, 4.813260, -6.433971], [9.103688, 5.152413, -5.396337], [8.024184, 4.240093, -5.287109], [7.475613, 4.215605, -3.878422], [8.266951, 3.473522, -2.961623], [9.486004, 4.063794, -2.531336], [9.304924, 5.229632, -1.584606], [8.973085, 6.409494, -2.295680], [8.314838, 7.356200, -1.485143], [9.493464, 4.835579, -7.408653], [10.799027, 5.545716, -6.433411], [10.428538, 3.820349, -6.266971], [8.348643, 3.230197, -5.564049], [7.232350, 4.562726, -5.977061], [6.516653, 3.693077, -3.909938], [7.282501, 5.224285, -3.509938], [10.112469, 4.339512, -3.380906], [10.003657, 3.272750, -1.984678], [10.246781, 5.407240, -1.047163], [8.519001, 4.986553, -0.859539], [7.381983, 6.944260, -1.082445], [8.074205, 8.215636, -2.107245], [8.958979, 7.680852, -0.659751], [-5.284496, 0.393705, 4.394898], [-6.395077, 0.338641, 5.260464], [-7.346374, -0.634949, 4.854803], [-8.143873, -1.134608, 6.037458], [-7.447830, -2.070157, 6.849558], [-6.427336, -1.563766, 7.696891], [-6.944043, -0.785314, 8.886922], [-7.299055, 0.534135, 8.511647], [-8.223024, 1.114110, 9.402834], [-5.587192, 0.681135, 3.380720], [-4.595770, 1.141140, 4.783536], [-4.765042, -0.571826, 4.362718], [-6.843649, -1.478471, 4.375007], [-8.024942, -0.164325, 4.129685], [-9.001481, -1.684625, 5.644020], [-8.534117, -0.306794, 6.632162], [-5.697836, -0.980744, 7.132232], [-5.915648, -2.448991, 8.081233], [-6.153670, -0.723265, 9.648125], [-7.809794, -1.307981, 9.310899], [-9.147784, 0.526333, 9.444100], [-8.461089, 2.109279, 9.033111], [-7.796915, 1.198685, 10.409499]], "forces_ev_per_angstrom": [[-0.3440, -0.4804, -0.8288], [0.7480, 0.8053, 1.0946], [-0.6419, -0.6810, -1.1511], [0.1192, 0.6626, 2.2640], [0.9195, 0.5672, -0.7997], [-0.1183, -0.1829, 0.3736], [-0.8668, 0.2845, -0.3443], [0.5451, -0.3274, 0.7775], [0.2043, -0.0957, -1.0438], [0.0331, -0.3775, -0.5334], [-0.1293, 0.4366, 0.0853], [-0.2812, -0.4742, -0.3552], [-0.1752, -0.1581, 0.3642], [0.0887, 0.0832, 0.0202], [0.0109, -0.1797, -0.2058], [0.0879, 0.3172, -0.0736], [0.0384, -0.0611, 0.1145], [0.0096, -0.0028, -0.0271], [-0.0199, -0.1353, 0.0202], [-0.1548, 0.2617, -0.1349], [0.0476, 0.0087, 0.2665], [-0.1342, -0.0170, -0.0894], [-0.0787, -0.0857, -0.0086], [0.0188, 0.0130, -0.0078], [-0.1160, 0.0441, 0.0318], [0.0019, -0.0184, 0.0456], [-0.0287, -0.1841, 0.1470], [-0.0176, -0.0566, -0.0125], [-0.1067, 0.0866, -0.1206], [0.0776, 0.1642, -0.0173], [0.0263, -0.0222, 0.0403], [0.0848, -0.1732, 0.0221], [0.0018, -0.0457, -0.0111], [0.0705, -0.0237, -0.0748], [-0.0435, 0.0130, -0.0424], [0.1270, 0.0163, 0.0494], [-0.0225, 0.0959, -0.0950], [0.2186, -0.0923, 0.1269], [-0.0452, -0.0173, -0.3053], [-0.0384, 0.1229, 0.1233], [-0.0023, -0.0400, 0.0118], [0.0862, 0.0121, 0.1484], [-0.0797, -0.1923, -0.2292], [-0.1631, 0.1752, 0.0984], [-0.0028, -0.1379, 0.0113], [0.0030, -0.0686, 0.0682], [-0.0124, 0.0332, -0.0425], [-0.0866, -0.0163, 0.0397], [-0.0111, 0.0271, 0.0322], [-0.0322, 0.0368, 0.1902], [0.0176, -0.0191, 0.0439], [-0.0136, -0.1609, -0.1061], [-0.0332, 0.0522, -0.1729], [-0.0075, 0.0492, 0.0328], [0.1027, 0.0867, 0.1384], [0.0356, -0.0069, 0.0379], [0.0882, 0.0194, -0.0204], [0.0037, -0.0527, -0.0141], [0.0132, 0.1001, -0.0096], [-0.0690, 0.0902, 0.0387], [0.1563, -0.1403, 0.1341], [0.0423, 0.3013, -0.0487], [-0.1423, -0.1064, 0.0398], [0.0164, 0.0161, -0.0075], [0.0070, -0.1366, 0.0669], [0.1658, 0.2147, -0.1784], [-0.2442, -0.0647, -0.0502], [0.1192, -0.0306, -0.0711], [0.0504, -0.0672, -0.0334], [-0.0325, 0.0484, 0.0034], [-0.0351, -0.0305, -0.0846], [-0.0247, -0.0263, 0.0098], [-0.0740, -0.1735, -0.0048], [0.0193, -0.0439, 0.0043], [0.1417, 0.0874, -0.0938], [-0.0376, 0.1779, -0.0010], [-0.0466, -0.0237, 0.0130], [-0.0431, -0.1306, 0.1307], [0.0112, -0.0346, 0.0236], [0.0275, 0.0184, 0.0851], [0.0483, 0.0082, -0.0221], [-0.0790, 0.0218, 0.0603], [-0.1097, 0.0851, 0.0643], [0.1639, -0.1414, 0.1082], [0.0474, 0.3123, 0.0672], [-0.1200, -0.0707, -0.0433], [0.0130, 0.0039, 0.0151], [0.0075, -0.1261, 0.0004], [0.1691, 0.2688, -0.0599], [-0.2137, -0.0661, -0.1253], [0.1300, 0.0056, -0.0463], [0.0680, -0.0585, -0.0363], [-0.0300, 0.0342, 0.0032], [-0.0049, -0.0129, -0.0928], [-0.0527, -0.0176, 0.0110], [-0.0631, -0.1740, -0.0578], [0.0273, -0.0521, 0.0001], [0.1398, 0.1093, -0.0214], [-0.0592, 0.1639, 0.0470], [-0.0402, -0.0276, -0.0030], [-0.0486, -0.1673, 0.0712], [0.0108, -0.0383, 0.0119], [0.0088, -0.0072, 0.0913], [0.0495, 0.0180, -0.0059], [-0.0925, -0.0043, 0.0438]], "lowdin_charge": [0.2098, -0.3151, 0.1112, -0.3466, -0.0757, -0.1464, 0.6181, -0.1976, -0.1730, -0.0827, 0.1410, 0.1455, 0.1423, -0.1083, -0.1960, -0.2076, -0.1790, -0.1274, -0.1869, -0.2081, -0.1994, -0.1094, 0.0874, 0.0878, 0.0727, 0.1046, 0.1307, 0.1271, 0.1215, 0.1167, 0.1251, 0.1270, 0.1281, 0.0889, 0.0873, 0.0881, -0.1120, -0.1956, -0.1992, -0.1769, -0.1423, -0.1771, -0.2049, -0.1982, -0.1120, 0.0897, 0.0881, 0.0853, 0.1183, 0.1313, 0.1284, 0.1231, 0.1225, 0.1206, 0.1291, 0.1276, 0.0883, 0.0879, 0.0884, -0.1148, -0.1991, -0.2043, -0.1830, -0.1335, -0.1814, -0.2063, -0.2000, -0.1135, 0.0881, 0.0877, 0.0880, 0.1272, 0.1286, 0.1251, 0.1223, 0.1216, 0.1269, 0.1283, 0.1277, 0.0880, 0.0878, 0.0881, -0.1088, -0.1953, -0.1977, -0.1776, -0.1263, -0.1840, -0.2071, -0.1991, -0.1153, 0.0901, 0.0891, 0.0796, 0.0947, 0.1319, 0.1278, 0.1212, 0.1218, 0.1257, 0.1276, 0.1276, 0.0877, 0.0875, 0.0877]}